(1)
This record from OMol25 describes a cluster of 13 separate species, C43H115N3O21 in total. The level of theory is ωB97M-V/def2-TZVPD.

The geometry in ORCA input format:
```
! wB97M-V def2-TZVPD RIJCOSX def2/J DEFGRID3
* xyz 0 1
C -0.43 -1.61 7.99
C -1.22 -1.55 9.34
O -0.69 -2.45 10.23
O 0.88 -1.05 8.15
H -1.00 -0.98 7.31
H -0.45 -2.65 7.67
H -2.29 -1.67 9.15
H -1.11 -0.54 9.74
H -0.23 -1.97 10.93
H 1.43 -1.72 7.73
C -1.71 -6.71 -1.48
C -1.24 -5.32 -0.97
O -1.24 -5.14 0.46
O -1.07 -6.95 -2.72
H -2.79 -6.80 -1.52
H -1.30 -7.37 -0.71
H -1.77 -4.56 -1.55
H -0.18 -5.32 -1.20
H -0.80 -4.30 0.56
H -1.50 -6.42 -3.39
C -12.16 0.44 -0.88
C -13.15 -0.49 -0.12
O -13.45 0.00 1.15
O -12.79 1.68 -1.22
H -11.75 0.03 -1.80
H -11.34 0.68 -0.20
H -12.69 -1.46 0.02
H -14.11 -0.55 -0.64
H -13.37 0.95 1.26
H -12.27 2.22 -1.83
C 0.75 4.85 6.12
C 1.76 4.89 7.29
O 3.06 5.09 6.73
O 0.43 6.22 5.70
H -0.13 4.34 6.49
H 1.13 4.36 5.22
H 1.86 3.94 7.81
H 1.59 5.74 7.96
H 3.13 5.91 6.24
H 1.20 6.70 5.40
C 4.86 -5.80 3.30
C 3.93 -5.01 4.28
O 4.68 -4.13 5.01
O 5.51 -6.81 3.99
H 5.55 -5.03 2.94
H 4.36 -6.27 2.45
H 3.52 -5.76 4.95
H 3.05 -4.57 3.81
H 4.80 -4.50 5.89
H 6.42 -6.93 3.72
C -4.29 -0.74 -4.22
O -5.13 -1.83 -4.12
C -6.51 -1.48 -4.22
C -7.45 -2.64 -4.00
N -7.90 -2.83 -2.60
C -6.85 -3.10 -1.64
C -7.40 -3.51 -0.28
O -8.20 -4.67 -0.33
C -8.80 -4.91 0.89
H -3.27 -1.12 -4.34
H -4.34 -0.19 -3.27
H -4.55 -0.07 -5.04
H -6.84 -1.08 -5.18
H -6.74 -0.70 -3.50
H -6.94 -3.55 -4.32
H -8.24 -2.49 -4.74
H -8.61 -3.54 -2.59
H -6.32 -2.16 -1.45
H -6.16 -3.91 -1.88
H -7.93 -2.71 0.22
H -6.47 -3.71 0.26
H -8.20 -4.70 1.77
H -9.10 -5.96 0.86
H -9.61 -4.18 0.89
C -3.59 1.19 -0.22
O -2.14 0.91 -0.16
C -1.61 0.35 1.10
C -0.05 0.04 1.16
N 0.45 -0.90 0.14
C 1.90 -0.88 0.06
C 2.35 -1.62 -1.20
O 1.61 -1.20 -2.35
C 1.76 -2.05 -3.49
H -3.78 1.74 -1.15
H -3.88 1.98 0.48
H -4.33 0.40 -0.10
H -2.14 -0.60 1.11
H -2.07 0.96 1.88
H 0.37 -0.10 2.16
H 0.49 0.96 0.92
H 0.14 -0.60 -0.78
H 2.45 -1.16 0.95
H 2.25 0.13 -0.13
H 2.32 -2.70 -1.05
H 3.39 -1.34 -1.41
H 1.36 -3.05 -3.38
H 2.75 -2.09 -3.95
H 1.12 -1.60 -4.25
C 8.17 -5.38 -2.78
O 8.63 -4.22 -2.10
C 10.07 -4.09 -2.15
C 10.64 -2.77 -2.73
N 10.42 -2.72 -4.15
C 10.71 -1.39 -4.71
C 9.53 -0.41 -4.50
O 8.23 -0.89 -4.81
C 7.17 0.10 -4.75
H 7.16 -5.62 -2.46
H 8.84 -6.23 -2.58
H 8.16 -5.06 -3.82
H 10.67 -4.93 -2.51
H 10.46 -3.99 -1.14
H 11.72 -2.73 -2.59
H 10.25 -1.86 -2.26
H 9.42 -2.66 -4.17
H 10.90 -1.59 -5.76
H 11.64 -0.96 -4.34
H 9.72 0.47 -5.11
H 9.46 -0.13 -3.45
H 6.24 -0.46 -4.92
H 7.22 0.90 -5.49
H 7.18 0.52 -3.74
C 3.39 6.93 1.02
C 4.21 8.03 1.70
C 4.13 9.36 0.99
O 3.71 8.35 2.99
H 3.31 6.03 1.63
H 3.87 6.62 0.09
H 2.39 7.30 0.80
H 5.20 7.61 1.85
H 4.48 9.27 -0.05
H 4.83 10.09 1.39
H 3.15 9.82 1.08
H 4.12 9.17 3.26
C 10.08 3.13 3.32
C 9.89 1.64 3.09
C 8.78 1.11 2.11
O 11.10 1.27 2.49
H 10.36 3.62 2.39
H 10.85 3.18 4.09
H 9.21 3.67 3.71
H 9.73 1.05 4.00
H 8.81 0.03 1.99
H 8.85 1.68 1.19
H 7.85 1.46 2.55
H 11.42 0.69 3.18
C -12.74 5.86 4.40
C -12.42 5.61 2.95
C -11.08 4.99 2.72
O -13.42 4.77 2.41
H -12.72 5.05 5.13
H -13.74 6.28 4.33
H -12.08 6.60 4.85
H -12.57 6.55 2.42
H -10.49 5.77 3.20
H -10.88 4.97 1.65
H -10.81 4.04 3.20
H -13.34 4.65 1.46
C -2.88 10.20 -0.57
C -3.05 9.18 -1.78
C -3.63 7.93 -1.19
O -3.87 9.89 -2.73
H -2.48 11.17 -0.87
H -2.15 9.79 0.13
H -3.83 10.42 -0.08
H -2.11 8.97 -2.29
H -4.05 7.33 -2.00
H -4.55 8.13 -0.63
H -2.98 7.38 -0.51
H -4.78 9.76 -2.45
C 4.97 -6.40 -8.77
C 4.31 -7.37 -7.77
C 2.97 -7.93 -8.12
O 5.13 -8.42 -7.57
H 6.04 -6.27 -8.61
H 4.37 -5.50 -8.85
H 4.92 -6.92 -9.73
H 4.27 -6.85 -6.82
H 2.22 -7.14 -8.19
H 2.60 -8.60 -7.34
H 3.00 -8.56 -9.01
H 4.57 -9.01 -7.06
*
```

## Properties
HOMO level: -8.875 eV
gap between HOMO and LUMO: 9.02 eV

Here are the Löwdin charges for atoms 1 to 4, given in e:
1. C -0.233
2. C -0.279
3. O -0.049
4. O -0.062

---

(2)
This record from OMol25 describes a cluster of 2 separate species, C3H8NO2 in total. The level of theory is ωB97M-V/def2-TZVPD.

The geometry in ORCA input format:
```
! wB97M-V def2-TZVPD RIJCOSX def2/J DEFGRID3
* xyz 1 1
O -0.69 -1.52 1.18
C -1.49 -1.86 0.33
O -1.28 -1.89 -0.97
H -2.50 -2.20 0.65
H -2.09 -2.20 -1.42
C 0.96 0.61 -0.35
C 1.37 1.65 -1.09
N 0.64 0.81 1.12
H 0.35 -0.06 -0.93
H 1.69 1.56 -2.14
H 1.15 2.73 -0.66
H 1.52 0.59 1.58
H -0.08 0.04 1.29
H 0.45 1.76 1.41
*
```

## Properties
HOMO level: -14.728 eV
gap between HOMO and LUMO: 11.25 eV

Here are the Löwdin charges for atoms 1 to 4, given in e:
1. O 0.042
2. C -0.339
3. O 0.128
4. H 0.167

---

(3)
This record from OMol25 describes a structure of composition C33H31BFeN3O4S2. The level of theory is ωB97M-V/def2-TZVPD.

The geometry in ORCA input format:
```
! wB97M-V def2-TZVPD RIJCOSX def2/J DEFGRID3
* xyz -2 2
Fe 0.88 -0.48 0.69
C -1.09 1.87 3.72
C 0.14 1.23 4.30
C 0.21 1.01 5.67
C 1.34 0.46 6.25
C 2.42 0.14 5.44
C 2.39 0.35 4.06
C 3.59 0.02 3.23
C 1.23 0.87 3.49
N 1.12 1.01 2.08
C 1.10 2.26 1.60
O 1.32 3.32 2.20
C 0.64 2.29 0.17
C 0.41 3.45 -0.55
C -0.12 3.33 -1.83
C -0.41 2.07 -2.34
C -0.14 0.96 -1.56
N 0.38 1.09 -0.35
C -0.37 -0.46 -2.02
O -0.87 -0.64 -3.15
N 0.01 -1.35 -1.11
C 0.04 -2.71 -1.52
C 0.97 -3.15 -2.47
C 1.92 -2.20 -3.14
C 1.02 -4.50 -2.81
C 0.15 -5.42 -2.24
C -0.79 -4.97 -1.33
C -0.85 -3.63 -0.95
C -1.87 -3.19 0.06
H -1.92 1.80 4.43
H -1.39 1.41 2.78
H -0.90 2.92 3.50
H -0.64 1.27 6.29
H 1.38 0.28 7.32
H 3.33 -0.28 5.88
H 4.45 -0.16 3.86
H 3.81 0.83 2.53
H 3.41 -0.87 2.61
H 0.64 4.40 -0.08
H -0.32 4.22 -2.42
H -0.83 1.91 -3.32
H 2.42 -1.56 -2.41
H 1.38 -1.54 -3.82
H 2.67 -2.75 -3.71
H 1.76 -4.83 -3.53
H 0.19 -6.46 -2.51
H -1.48 -5.67 -0.87
H -2.54 -4.02 0.31
H -2.45 -2.34 -0.30
H -1.36 -2.89 0.97
C 4.89 -2.30 -0.75
C 3.61 -1.94 -0.03
S 3.01 -0.30 -0.26
C 2.94 -2.84 0.71
C 3.38 -4.27 0.86
S 1.45 -2.45 1.57
H 5.26 -1.43 -1.30
H 4.74 -3.11 -1.47
H 5.68 -2.61 -0.05
H 4.45 -4.39 0.67
H 2.85 -4.92 0.15
H 3.16 -4.64 1.86
O -1.08 -1.19 2.94
B -0.85 -0.66 1.64
O -2.10 -0.12 1.20
C -3.01 -0.34 2.17
C -4.35 -0.01 2.22
C -5.05 -0.35 3.37
C -4.43 -0.99 4.43
C -3.07 -1.32 4.39
C -2.39 -0.99 3.24
H -4.82 0.49 1.38
H -6.11 -0.11 3.44
H -5.01 -1.24 5.32
H -2.57 -1.82 5.21
*
```

## Properties
HOMO level (spin up / spin down): -0.578 / -0.750 eV
gap between HOMO and LUMO (spin up / spin down): 5.20 / 5.37 eV
<S²>: 0.79

Here are the Löwdin charges for atoms 1 to 4, given in e:
1. Fe 0.139
2. C -0.018
3. C -0.194
4. C -0.071

---

(4)
This record from OMol25 describes an isolated molecule of C20H21F2N3O3S. The level of theory is ωB97M-V/def2-TZVPD.

The geometry in ORCA input format:
```
! wB97M-V def2-TZVPD RIJCOSX def2/J DEFGRID3
* xyz 0 1
O 0.83 1.80 -0.25
C -0.18 1.47 0.36
N -0.92 2.31 1.10
H -1.75 1.97 1.55
C -0.64 3.73 1.18
C -1.68 4.54 0.44
C -1.61 4.60 -1.06
C -1.27 5.81 -0.24
H -1.97 6.64 -0.23
H -0.24 6.11 -0.17
H -2.53 4.60 -1.62
H -0.80 4.08 -1.54
H -2.66 4.51 0.89
H 0.35 3.88 0.73
H -0.60 4.02 2.24
C -0.67 0.07 0.38
C -0.33 -1.08 -0.29
C -1.23 -2.05 0.26
N -2.01 -1.51 1.15
O -1.69 -0.20 1.23
C -1.25 -3.50 -0.02
H -1.01 -3.70 -1.07
H -2.19 -3.96 0.26
S 0.13 -4.29 0.90
C -0.13 -3.73 2.56
C 1.00 -3.51 3.34
C 0.85 -3.08 4.64
C -0.41 -2.86 5.17
C -1.53 -3.08 4.39
C -1.40 -3.53 3.09
H -2.28 -3.71 2.51
H -2.51 -2.91 4.82
F -0.55 -2.42 6.43
F 1.95 -2.87 5.39
H 1.98 -3.68 2.93
C 0.62 -1.38 -1.40
O 0.47 -2.37 -2.10
N 1.64 -0.51 -1.53
H 1.60 0.38 -1.03
C 2.59 -0.62 -2.62
C 2.30 0.40 -3.70
C 1.21 0.12 -4.68
C 2.64 0.08 -5.12
H 3.01 0.87 -5.75
H 3.08 -0.88 -5.34
H 0.59 0.94 -5.01
H 0.68 -0.82 -4.59
H 2.43 1.42 -3.37
H 2.50 -1.63 -3.02
H 3.59 -0.47 -2.21
*
```

## Properties
HOMO level: -8.401 eV
structure (SMILES): O=C(NCC1CC1)c1onc(CSc2ccc(F)c(F)c2)c1C(=O)NCC1CC1
gap between HOMO and LUMO: 8.34 eV

Here are the Löwdin charges for atoms 1 to 4, given in e:
1. O 0.060
2. C -0.392
3. N 0.098
4. H 0.148

---

(5)
This record from OMol25 describes a structure of composition C28H37BrN3OPSr. The level of theory is ωB97M-V/def2-TZVPD.

The geometry in ORCA input format:
```
! wB97M-V def2-TZVPD RIJCOSX def2/J DEFGRID3
* xyz 0 1
Sr 0.84 -0.86 -0.90
Br 2.12 -7.30 -5.33
C 1.50 -5.90 -4.21
C 0.20 -5.93 -3.69
C -0.24 -4.92 -2.89
C 0.56 -3.79 -2.54
O 0.07 -2.88 -1.79
C 1.90 -3.77 -3.09
C 2.92 -2.78 -2.91
N 2.93 -1.67 -2.23
C 4.08 -0.86 -2.21
C 5.26 -1.17 -2.85
C 6.40 -0.34 -2.81
C 6.37 0.83 -2.10
C 5.20 1.20 -1.42
C 5.13 2.40 -0.67
C 3.98 2.73 -0.02
C 2.88 1.86 -0.12
N 2.92 0.74 -0.80
C 4.04 0.37 -1.46
C 2.32 -4.84 -3.91
H -0.45 -6.76 -3.93
H -1.25 -4.94 -2.49
H 3.82 -3.06 -3.45
H 5.35 -2.08 -3.42
H 7.29 -0.64 -3.34
H 7.24 1.48 -2.05
H 6.00 3.03 -0.63
H 3.89 3.64 0.56
H 1.93 2.07 0.38
H 3.32 -4.83 -4.32
C 0.04 1.94 3.15
C -1.34 1.27 3.14
C -1.13 -0.08 3.85
C -2.31 2.11 3.98
P -1.80 0.93 1.32
N -0.59 0.42 0.53
C -2.46 2.57 0.58
C -2.41 2.43 -0.95
C -3.87 3.01 0.99
C -1.48 3.70 0.91
C -3.25 -0.32 1.34
C -4.35 -0.11 2.39
C -3.90 -0.33 -0.05
C -2.65 -1.72 1.53
H 0.40 2.00 4.18
H 0.04 2.95 2.75
H 0.74 1.34 2.56
H -0.64 0.11 4.81
H -0.49 -0.73 3.26
H -2.07 -0.59 4.06
H -1.95 2.14 5.01
H -3.32 1.68 4.00
H -2.39 3.14 3.64
H -3.16 1.76 -1.35
H -1.43 2.07 -1.26
H -2.58 3.42 -1.39
H -4.64 2.33 0.63
H -4.07 3.99 0.55
H -3.99 3.11 2.07
H -0.46 3.41 0.66
H -1.52 4.01 1.95
H -1.74 4.57 0.30
H -4.80 0.88 2.32
H -3.99 -0.25 3.40
H -5.14 -0.84 2.22
H -4.52 0.55 -0.23
H -4.57 -1.20 -0.11
H -3.16 -0.42 -0.83
H -2.25 -1.89 2.52
H -1.86 -1.90 0.80
H -3.44 -2.46 1.37
*
```

## Properties
HOMO level: -7.050 eV
gap between HOMO and LUMO: 6.27 eV

Here are the Löwdin charges for atoms 1 to 4, given in e:
1. Sr 1.472
2. Br 0.708
3. C -0.707
4. C -0.120

---

(6)
This record from OMol25 describes the ion C4H8NOS with charge +1. The level of theory is ωB97M-V/def2-TZVPD.

The geometry in ORCA input format:
```
! wB97M-V def2-TZVPD RIJCOSX def2/J DEFGRID3
* xyz 1 1
C -0.69 0.04 -0.17
C -0.41 1.50 -0.49
C 0.25 -2.25 0.22
C -0.43 2.24 0.70
N 0.35 -0.84 -0.17
O 1.67 -0.38 -0.40
S -2.24 -0.41 -0.05
H 0.63 1.63 -0.95
H 2.28 -1.14 -0.54
H -1.13 1.94 -1.23
H 1.25 -2.55 0.36
H -0.19 -2.79 -0.74
H -0.53 -2.23 1.10
H -0.90 3.31 0.73
H 0.10 1.94 1.61
*
```

## Properties
HOMO level (spin up / spin down): -12.997 / -12.919 eV
gap between HOMO and LUMO (spin up / spin down): 5.91 / 5.42 eV

Here are the Löwdin charges for atoms 1 to 4, given in e:
1. C -0.811
2. C -0.242
3. C -0.014
4. C 0.280

---

(7)
This record from OMol25 describes the ion C2H6ClN2O with charge +1. The level of theory is ωB97M-V/def2-TZVPD.

The geometry in ORCA input format:
```
! wB97M-V def2-TZVPD RIJCOSX def2/J DEFGRID3
* xyz 1 1
C 0.06 -0.11 -0.08
C 1.42 -0.25 -0.59
N -0.67 0.98 -0.42
N -0.38 -1.00 0.84
O -2.05 0.90 -0.11
Cl 2.55 -0.09 0.92
H 1.75 0.49 -1.29
H 1.29 -1.24 -0.89
H -0.52 1.42 -1.31
H 0.05 -1.66 1.39
H -1.42 -1.06 0.96
H -2.09 1.62 0.57
*
```

## Properties
HOMO level: -15.662 eV
structure (SMILES): [NH2+]=C(CCl)NO
gap between HOMO and LUMO: 10.66 eV

Here are the Löwdin charges for atoms 1 to 4, given in e:
1. C -0.359
2. C -0.352
3. N 0.069
4. N 0.230

---

(8)
This record from OMol25 describes a cluster of 2 separate species, C6H20N2Si2 in total. The level of theory is ωB97M-V/def2-TZVPD.

The geometry in ORCA input format:
```
! wB97M-V def2-TZVPD RIJCOSX def2/J DEFGRID3
* xyz 0 1
C 2.47 2.01 -0.08
C 2.63 -0.99 -0.92
C 0.98 -0.13 1.95
C -0.95 0.75 -1.74
C -2.22 1.86 0.98
C -2.67 -1.05 0.22
N -0.28 -2.88 -0.12
N 0.17 0.11 0.78
Si 1.86 0.34 0.37
Si -1.41 0.40 0.13
H 2.78 2.79 0.75
H 3.40 2.04 -0.74
H 1.80 2.54 -0.72
H 3.63 -1.24 -0.50
H 1.90 -1.92 -1.00
H 2.72 -0.43 -1.93
H 0.91 0.66 2.68
H 0.31 -3.49 0.47
H 0.85 -1.14 2.40
H -0.86 1.87 -2.00
H -0.04 0.26 -1.89
H -1.76 0.32 -2.37
H -3.08 2.32 0.30
H -2.66 1.59 1.98
H -1.50 2.72 1.13
H -2.30 -1.84 1.02
H -3.75 -0.82 0.59
H -2.78 -1.70 -0.59
H 0.02 -1.98 0.05
H -0.18 -2.97 -1.17
*
```

## Properties
HOMO level: -8.752 eV
structure (SMILES): C[Si](C)(C)N1C[Si]1(C)C.N
gap between HOMO and LUMO: 9.44 eV

Here are the Löwdin charges for atoms 1 to 4, given in e:
1. C -0.204
2. C -0.191
3. C -0.257
4. C -0.167